167
Properties=species:S:1:pos:R:3:forces:R:3:lowdin_charge:R:1 method="wB97M-V/def2-TZVPD" homo_ev=-11.11 total_charge=+1 spin_multiplicity=1 largest_force_ev_per_a=2.964
C 0.601485 0.240401 2.559613 -0.101 0.200 -0.454 0.08
C -0.531036 0.394570 1.841028 0.568 -0.693 0.842 -0.20
N -0.391894 0.711216 0.434995 -0.631 2.003 -0.414 -0.16
C -0.803173 1.982351 0.122422 0.211 -0.702 0.002 -0.30
N -1.972399 2.468359 0.641785 1.112 0.941 -0.190 0.01
C -1.971144 3.618893 1.533955 -0.509 0.911 0.952 -0.14
C -1.773105 3.281510 3.023556 0.055 0.061 -0.551 -0.11
C -0.310052 3.434250 3.441938 -0.424 -0.355 0.384 -0.16
F 0.554156 3.407074 2.326890 -0.035 -0.094 -0.125 -0.08
C -3.229684 2.016957 0.069621 -1.165 -1.346 0.703 -0.33
F -3.979538 3.073443 -0.395248 0.468 0.331 -0.006 0.04
C -4.080891 1.260338 1.074620 -0.411 -0.038 0.210 -0.18
C -5.300211 0.595170 0.432291 0.273 -0.223 0.233 -0.07
N 0.003114 2.662953 -0.721547 -0.262 0.492 0.418 -0.02
C 1.283554 2.135112 -1.231390 1.162 0.419 -0.019 -0.15
C 2.506682 2.971223 -0.778023 0.271 -0.563 -0.067 -0.21
C 3.420646 3.344087 -1.953301 -0.491 -0.017 -0.167 -0.56
Cl 5.100796 2.800210 -1.699018 0.023 0.393 0.143 0.62
S -0.364498 4.211477 -1.295262 -0.454 0.143 -2.926 0.66
O -1.751431 4.404983 -1.448322 -0.120 -0.064 1.331 -0.16
O 0.425350 4.409666 -2.454439 0.690 -0.258 0.559 -0.19
F 0.227470 5.145109 -0.213804 -0.063 -0.426 0.107 -0.11
P -1.109455 -0.601288 -0.588767 -1.548 -1.653 0.002 1.03
C -0.918665 -0.122393 -2.330038 0.852 0.581 0.103 -0.26
C 0.034834 -2.014209 -0.347093 1.192 1.452 0.110 -0.37
C 1.498271 -1.606916 -0.625030 0.031 -0.440 0.080 -0.13
H 1.401362 0.976299 2.512307 0.611 -0.737 -1.125 0.08
H 0.772599 -0.635315 3.177145 -0.721 0.770 1.276 0.09
H -1.491731 0.257786 2.328480 -0.229 -1.145 -0.797 0.10
H -2.908637 4.162815 1.451262 -0.161 -0.284 -0.419 0.13
H -1.210189 4.353530 1.300379 -0.014 -0.220 -0.437 0.07
H -2.359299 3.991783 3.606123 -0.047 0.002 0.034 0.12
H -2.193739 2.296550 3.219192 0.204 -0.101 0.129 0.10
H -0.019663 2.620111 4.099846 0.195 0.183 0.009 0.07
H -0.174725 4.397117 3.929988 0.245 0.045 -0.064 0.12
H -3.086864 1.343553 -0.777144 0.562 0.139 -0.081 0.13
H -4.404100 1.913775 1.889500 0.144 0.244 -0.107 0.12
H -3.477005 0.475145 1.530173 0.152 0.034 -0.047 0.09
H -6.006201 0.310515 1.209847 -0.090 0.026 -0.026 0.08
H -4.976149 -0.330119 -0.045456 -0.118 0.056 -0.257 0.08
H -5.811210 1.232299 -0.284726 0.019 0.061 -0.020 0.08
H 1.230329 2.116073 -2.315421 -0.220 0.111 -0.030 0.11
H 1.455309 1.117202 -0.910325 -0.606 -0.024 0.265 0.09
H 2.221294 3.831170 -0.177881 0.012 0.104 -0.104 0.10
H 3.097905 2.335194 -0.120960 -0.079 0.049 0.186 0.09
H 3.385365 4.408289 -2.163614 0.342 0.062 0.097 0.08
H 3.095477 2.844800 -2.862417 -0.017 -0.052 -0.033 0.07
H -1.575229 0.707176 -2.595951 -0.121 -0.026 0.078 0.05
H 0.098348 0.144625 -2.624396 -0.010 -0.072 -0.050 0.03
H -1.215130 -0.976311 -2.953681 0.082 0.212 0.464 0.01
H -0.280816 -2.859178 -0.954612 -0.257 0.039 -0.027 0.07
H -0.033735 -2.264219 0.711308 -0.286 -0.344 -0.053 0.07
H 1.941017 -1.142326 0.257076 -0.031 0.061 0.024 0.06
H 1.594963 -0.903007 -1.450664 0.014 -0.141 -0.159 0.04
H 2.100933 -2.483894 -0.861469 0.050 0.009 -0.037 0.07
C -4.697826 -5.591773 -5.972402 0.023 -0.006 -0.011 -0.04
C -5.433522 -4.603558 -5.330129 0.189 0.006 0.060 -0.06
C -4.788679 -3.510406 -4.777368 -0.152 0.057 0.041 0.00
C -3.409605 -3.424358 -4.881812 -0.101 -0.169 -0.093 -0.15
C -2.661160 -4.403117 -5.513109 0.211 -0.076 -0.074 0.00
C -3.315214 -5.493336 -6.060456 -0.138 0.011 0.019 -0.05
N -2.724976 -2.261451 -4.320319 0.016 -0.292 -0.237 -0.33
O -3.392350 -1.417312 -3.754196 0.027 0.089 0.023 0.06
O -1.509684 -2.194346 -4.456008 -0.252 -0.036 -0.071 0.04
H -5.207872 -6.441062 -6.407248 -0.023 0.010 0.006 0.12
H -6.505414 -4.687989 -5.265163 -0.017 0.001 0.018 0.08
H -5.356662 -2.739772 -4.277240 0.105 0.059 0.025 0.12
H -1.586754 -4.322786 -5.582877 -0.009 0.106 0.047 0.12
H -2.746693 -6.265461 -6.559355 0.023 0.012 0.000 0.11
C 3.566048 4.512268 8.280834 0.000 -0.025 0.007 -0.06
C 2.497798 4.736457 7.420842 0.077 -0.021 0.047 -0.06
C 1.845074 3.665720 6.836376 -0.110 0.123 -0.103 -0.01
C 2.273081 2.380117 7.126069 0.094 0.302 0.129 -0.13
C 3.339400 2.137153 7.975735 -0.293 0.219 -0.161 0.01
C 3.985542 3.217423 8.553497 -0.043 0.141 -0.028 -0.05
N 1.568309 1.244345 6.520952 0.005 -0.030 0.000 -0.33
O 0.641082 1.485056 5.757230 0.027 -0.029 0.044 0.02
O 1.934827 0.128828 6.802891 0.039 -0.082 -0.038 0.10
H 4.071118 5.351159 8.741392 0.000 0.002 -0.008 0.11
H 2.173099 5.746184 7.209702 -0.008 -0.002 -0.012 0.11
H 1.014655 3.836853 6.168485 -0.030 -0.115 0.009 0.10
H 3.658160 1.140899 8.191362 -0.094 -0.231 -0.044 0.07
H 4.816972 3.044383 9.221949 0.012 -0.060 -0.020 0.11
C 7.753349 -3.328818 11.085038 -0.007 0.006 -0.006 -0.06
C 8.225272 -2.090695 10.669260 -0.063 -0.106 0.027 -0.06
C 7.360576 -1.177715 10.089148 0.177 0.143 -0.014 0.00
C 6.029218 -1.521674 9.938180 0.145 -0.132 0.082 -0.14
C 5.542724 -2.752561 10.340329 -0.174 -0.158 0.033 0.00
C 6.415173 -3.660176 10.917111 0.118 0.053 0.003 -0.06
N 5.102633 -0.549026 9.344960 0.301 -0.044 0.092 -0.32
O 5.562902 0.522868 8.983005 0.070 -0.280 0.146 0.06
O 3.935314 -0.863315 9.253721 -0.043 0.072 -0.039 0.09
H 8.430626 -4.037586 11.542680 0.002 -0.002 -0.005 0.11
H 9.267578 -1.835463 10.799966 0.000 0.019 -0.010 0.11
H 7.724242 -0.214229 9.764890 -0.118 0.032 -0.029 0.12
H 4.500982 -3.005820 10.211129 -0.021 0.119 -0.042 0.12
H 6.050757 -4.625565 11.239366 -0.022 0.003 -0.005 0.11
C 0.618920 1.770842 -6.869733 0.007 -0.024 0.016 -0.08
C 1.423071 1.451197 -7.956347 -0.079 -0.007 0.100 -0.07
C 1.071806 0.406649 -8.796839 0.197 0.070 -0.105 0.00
C -0.087216 -0.300359 -8.535871 0.050 0.168 0.110 -0.14
C -0.895048 -0.000456 -7.456728 -0.229 0.004 0.233 0.00
C -0.536323 1.042547 -6.617952 0.142 0.051 -0.036 -0.07
N -0.479010 -1.396747 -9.437215 -0.017 -0.089 -0.032 -0.35
O 0.258803 -1.651755 -10.364267 0.050 0.010 -0.028 0.09
O -1.517148 -1.977667 -9.194913 -0.033 -0.015 0.045 0.08
H 0.892780 2.591905 -6.219041 -0.006 0.014 -0.013 0.10
H 2.322734 2.018385 -8.151650 0.004 -0.007 -0.026 0.11
H 1.693951 0.155049 -9.642869 -0.094 -0.090 -0.042 0.12
H -1.795687 -0.563922 -7.263238 0.028 -0.087 -0.133 0.12
H -1.161868 1.289649 -5.770444 -0.030 -0.018 -0.013 0.10
C -11.120620 -1.357530 -6.172188 0.002 -0.005 0.002 -0.07
C -9.743569 -1.511836 -6.079776 -0.118 -0.016 0.000 -0.06
C -9.176286 -2.769003 -6.205574 0.190 0.105 0.036 0.00
C -10.002001 -3.856309 -6.426862 -0.061 0.204 0.010 -0.14
C -11.375097 -3.722228 -6.515669 -0.223 -0.075 -0.033 0.00
C -11.934677 -2.461619 -6.385936 0.097 0.085 0.020 -0.06
N -9.404735 -5.190312 -6.584500 0.013 -0.075 -0.009 -0.34
O -8.193852 -5.285048 -6.480383 -0.093 0.008 -0.035 0.05
O -10.146462 -6.117854 -6.811995 -0.041 -0.048 -0.002 0.10
H -11.560480 -0.373436 -6.078971 -0.001 -0.001 0.005 0.11
H -9.111145 -0.650772 -5.913059 0.018 -0.009 -0.002 0.11
H -8.105459 -2.891589 -6.135892 -0.011 -0.117 -0.057 0.11
H -12.005125 -4.582649 -6.685087 0.108 -0.074 -0.013 0.12
H -13.006583 -2.340030 -6.455346 -0.006 -0.023 -0.004 0.11
C 4.272974 -7.026576 1.544438 -0.143 0.026 0.032 -0.05
C 3.144773 -7.178562 2.343059 0.105 0.055 -0.108 -0.06
C 1.913296 -6.719151 1.902443 -0.079 -0.090 0.203 0.00
C 1.833773 -6.119242 0.658468 0.164 -0.088 0.074 -0.15
C 2.946385 -5.958085 -0.145560 0.138 0.131 -0.231 0.00
C 4.173088 -6.411376 0.302431 0.106 -0.169 0.244 -0.05
N 0.537577 -5.640146 0.165887 0.054 -0.003 0.013 -0.35
O -0.429325 -5.748372 0.889468 -0.034 0.038 0.027 0.08
O 0.512235 -5.150280 -0.949477 -0.109 0.094 -0.064 0.05
H 5.232125 -7.387607 1.891327 -0.001 -0.005 -0.001 0.11
H 3.224412 -7.655657 3.310063 -0.026 -0.001 0.005 0.11
H 1.035468 -6.832953 2.521096 -0.075 0.037 -0.097 0.12
H 2.866037 -5.482905 -1.112507 -0.117 -0.030 0.000 0.11
H 5.044588 -6.286525 -0.321483 -0.076 -0.075 0.069 0.08
C 5.327465 -0.445643 -3.063780 -0.034 -0.007 -0.076 -0.09
C 4.944688 -1.204004 -4.163011 0.025 0.010 0.146 -0.06
C 5.016270 -2.586894 -4.112322 -0.104 -0.001 -0.236 0.00
C 5.469201 -3.190300 -2.953458 -0.012 0.217 0.016 -0.15
C 5.860838 -2.451942 -1.851247 0.056 0.040 0.230 0.00
C 5.788331 -1.069245 -1.911166 -0.084 0.026 -0.109 -0.07
N 5.522152 -4.659082 -2.888209 0.016 -0.041 -0.009 -0.34
O 5.186433 -5.280425 -3.870797 -0.027 -0.028 -0.049 0.10
O 5.890737 -5.164973 -1.843213 0.128 0.174 -0.153 0.05
H 5.267123 0.634454 -3.104612 0.046 -0.106 -0.016 0.04
H 4.588298 -0.717682 -5.060785 0.011 -0.022 -0.026 0.11
H 4.719772 -3.179407 -4.965211 0.028 -0.113 0.069 0.12
H 6.216538 -2.940262 -0.956038 -0.012 -0.119 -0.060 0.12
H 6.089723 -0.477350 -1.057612 0.016 0.000 0.010 0.10
C -2.191818 7.190303 2.112041 0.017 -0.029 0.018 -0.06
C -2.655578 8.217974 2.922358 0.057 -0.093 -0.059 -0.05
C -1.756858 9.018268 3.610237 -0.188 0.097 0.066 0.01
C -0.402914 8.777205 3.470577 -0.157 -0.105 -0.114 -0.14
C 0.076855 7.755951 2.673224 0.178 -0.177 -0.112 0.01
C -0.827072 6.957332 1.990758 -0.141 0.014 0.093 -0.07
N 0.557112 9.638186 4.182407 0.062 0.059 0.069 -0.35
O 0.107358 10.512327 4.890393 -0.047 0.016 0.019 0.09
O 1.738373 9.416637 4.013993 0.043 -0.055 -0.016 0.08
H -2.897045 6.571594 1.570419 -0.010 0.034 -0.020 0.10
H -3.717365 8.398722 3.016324 0.002 0.020 0.011 0.11
H -2.113005 9.818519 4.241846 0.128 0.041 0.021 0.12
H 1.138743 7.580916 2.580203 0.028 0.120 0.075 0.12
H -0.465199 6.154834 1.361608 -0.058 0.372 0.297 0.06